# 1
Entry from the OMol25 dataset: 12 unconnected molecules or ions with the total composition C3H30N2O12 in a non-equilibrium geometry (ωB97M-V/def2-TZVPD).

Properties
Highest occupied orbital energy: -9.83 eV
ΔE to the lowest compared entry with this formula, charge and spin: 53.9 kcal per mole
LUMO: 0.0 eV
Calculated total energy: -31146.6235 eV
Frontier orbital gap: 9.84 eV
SMILES string: CC(=O)NCN.O.O.O.O.O.O.O.O.O.O.O

Geometry as ORCA input:
```
! wB97M-V def2-TZVPD RIJCOSX def2/J DEFGRID3
* xyz 0 1
C -0.65 -1.20 0.52
C 0.73 -0.60 0.46
O 1.56 -1.07 1.30
N 0.91 0.47 -0.38
C 2.23 1.07 -0.58
N 2.16 2.43 -0.34
H -0.77 -1.73 -0.59
H -0.73 -1.98 1.31
H -1.59 -0.54 0.51
H 0.23 0.75 -1.04
H 3.00 0.50 -0.03
H 2.60 1.03 -1.61
H 2.35 2.77 0.61
H 1.51 3.05 -0.89
O -0.67 1.21 -3.77
H 0.03 0.61 -3.50
H -1.30 1.19 -3.05
O -1.37 3.23 0.03
H -1.41 3.48 0.91
H -0.65 2.63 0.02
O 0.31 -1.31 -2.49
H 0.44 -1.76 -3.26
H 1.01 -1.53 -1.90
O -2.39 -3.60 -0.31
H -2.27 -4.14 -1.08
H -1.99 -2.72 -0.45
O -2.38 -1.03 -1.79
H -1.63 -0.73 -2.27
H -2.93 -0.29 -1.65
O -2.46 0.65 2.18
H -2.90 0.81 1.32
H -1.61 0.52 1.94
O -3.23 1.68 -0.89
H -2.54 2.32 -0.63
H -3.95 2.12 -1.38
O 3.33 -3.03 1.77
H 2.50 -3.13 1.44
H 3.52 -2.22 2.04
O 1.93 1.23 2.90
H 1.68 0.46 2.29
H 2.15 0.77 3.70
O 1.48 -3.28 -1.06
H 1.48 -4.05 -1.40
H 1.93 -3.45 -0.14
O -0.29 3.23 2.76
H -0.62 3.21 3.65
H 0.58 2.70 2.78
*
```

Formally, the Mulliken partial charges of the atoms, in units of the elementary charge, are as follows:
1 C -0.86
2 C 0.80
3 O -0.76
4 N 0.48
5 C -0.86
6 N -0.47
7 H -0.12
8 H 0.36
9 H 0.34
10 H 0.19
11 H 0.37
12 H 0.27
13 H 0.25
14 H 0.22
15 O -0.63
16 H 0.33
17 H 0.33
18 O -0.64
19 H 0.30
20 H 0.25
21 O -0.55
22 H 0.25
23 H 0.14
24 O -0.67
25 H 0.29
26 H 0.37
27 O -0.62
28 H 0.27
29 H 0.34
30 O -0.64
31 H 0.34
32 H 0.43
33 O -0.62
34 H 0.44
35 H 0.26
36 O -0.57
37 H 0.36
38 H 0.28
39 O -0.70
40 H 0.33
41 H 0.25
42 O -0.45
43 H 0.20
44 H 0.14
45 O -0.61
46 H 0.28
47 H 0.33

---

# 2
Entry from the OMol25 dataset: 11 unconnected molecules or ions with the total composition C3H30N3O10 in a non-equilibrium geometry (ωB97M-V/def2-TZVPD).

Properties
Highest occupied orbital energy: -13.27 eV
LUMO: -2.7 eV
Calculated total energy: -28537.6611 eV
Frontier orbital gap: 10.55 eV

Geometry as ORCA input:
```
! wB97M-V def2-TZVPD RIJCOSX def2/J DEFGRID3
* xyz 1 1
C 0.49 -2.04 2.70
C 0.52 -0.53 2.32
N -0.49 -0.19 1.33
C -0.47 1.07 0.91
N -1.00 1.44 -0.26
N -0.06 2.11 1.67
H -0.33 -2.22 3.40
H 1.34 -2.32 3.33
H 0.34 -2.67 1.84
H 0.38 -0.14 3.36
H 1.52 -0.31 1.90
H -0.79 -0.91 0.66
H -1.20 0.88 -1.07
H -0.96 2.42 -0.55
H -0.18 3.03 1.28
H 0.64 1.91 2.36
H 4.51 1.10 -2.05
H 4.51 0.26 -0.92
O 4.40 1.21 -1.09
H 0.15 3.50 -2.76
H -1.30 4.29 -2.58
O -0.79 3.48 -2.56
H 0.72 -2.28 0.13
H -0.08 -2.67 -1.00
O 0.24 -1.85 -0.60
H -4.88 0.49 -0.77
H -4.89 1.02 0.61
O -4.49 1.21 -0.25
H -3.42 -0.28 2.54
H -3.80 -1.24 1.47
O -4.16 -0.86 2.28
H -3.62 -3.01 -1.11
H -2.39 -3.06 -2.16
O -2.73 -2.70 -1.33
H -1.50 -0.93 -2.12
H -1.20 0.20 -3.23
O -0.86 -0.31 -2.48
H 1.93 -0.30 -3.19
H 2.77 -1.29 -4.12
O 2.79 -0.65 -3.40
H 2.81 1.68 1.13
H 2.61 2.53 -0.22
O 2.22 2.21 0.59
H 3.94 -1.63 1.75
H 3.00 -0.89 0.85
O 3.78 -0.74 1.40
*
```

Formally, the Mulliken partial charges of the atoms, in units of the elementary charge, are as follows:
1 C -1.32
2 C -0.26
3 N 0.12
4 C 0.56
5 N -0.12
6 N -0.35
7 H 0.37
8 H 0.36
9 H 0.37
10 H 0.30
11 H 0.13
12 H 0.33
13 H 0.04
14 H 0.18
15 H 0.20
16 H 0.26
17 H 0.31
18 H 0.29
19 O -0.59
20 H 0.32
21 H 0.30
22 O -0.63
23 H 0.16
24 H 0.34
25 O -0.57
26 H 0.30
27 H 0.33
28 O -0.61
29 H 0.33
30 H 0.29
31 O -0.62
32 H 0.29
33 H 0.32
34 O -0.61
35 H 0.27
36 H 0.28
37 O -0.63
38 H 0.32
39 H 0.30
40 O -0.61
41 H 0.29
42 H 0.25
43 O -0.53
44 H 0.31
45 H 0.28
46 O -0.62

---

# 3
Entry from the OMol25 dataset: 12 unconnected molecules or ions with the total composition C3H30NO12S in a non-equilibrium geometry (ωB97M-V/def2-TZVPD).

Properties
Highest occupied orbital energy: -12.64 eV
LUMO: -2.7 eV
Calculated total energy: -40485.4524 eV
Frontier orbital gap: 9.89 eV

Geometry as ORCA input:
```
! wB97M-V def2-TZVPD RIJCOSX def2/J DEFGRID3
* xyz 1 1
O 2.51 -2.49 0.79
C 1.48 -2.94 0.42
C 0.46 -2.16 -0.25
C -0.79 -2.29 0.55
S -1.50 -3.94 -0.08
N 1.13 -0.71 -0.17
H 1.41 -3.97 0.69
H 0.47 -2.37 -1.31
H -1.67 -1.63 0.30
H -0.59 -2.45 1.63
H -0.51 -4.82 -0.35
H 0.69 0.00 -0.66
H 2.07 -0.69 -0.43
H 0.86 -0.31 0.89
H -1.23 5.06 0.89
H -0.73 3.59 1.15
O -0.65 4.42 0.52
H -4.20 1.07 2.39
H -3.97 2.37 2.99
O -3.54 1.79 2.44
H -1.20 3.72 -1.44
H -0.75 4.26 -2.77
O -0.90 3.40 -2.27
H 2.58 -1.11 -2.80
H 2.92 -0.48 -4.07
O 2.12 -0.63 -3.48
H 3.08 1.44 -0.58
H 4.50 1.64 -0.12
O 3.97 1.37 -0.81
H 1.12 1.20 -2.82
H 0.39 2.20 -1.91
O 1.05 1.50 -1.88
H -3.41 -0.06 -3.18
H -3.51 -1.27 -2.22
O -4.02 -0.48 -2.33
H -0.03 0.98 2.34
H -0.60 -0.36 2.91
O 0.21 0.06 2.45
H -1.80 1.98 2.23
H -0.64 2.83 3.07
O -0.90 2.44 2.23
H -3.06 -2.29 2.75
H -2.22 -2.05 3.98
O -2.24 -1.84 3.11
H 3.64 -1.78 -0.94
H 4.45 -2.12 -2.09
O 3.54 -2.07 -1.78
*
```

Formally, the Mulliken partial charges of the atoms, in units of the elementary charge, are as follows:
1 O -0.47
2 C 0.03
3 C -0.34
4 C -0.65
5 S -0.19
6 N -0.22
7 H 0.38
8 H 0.66
9 H 0.39
10 H 0.50
11 H 0.15
12 H 0.33
13 H 0.01
14 H 0.48
15 H 0.28
16 H 0.47
17 O -0.68
18 H 0.29
19 H 0.28
20 O -0.61
21 H 0.32
22 H 0.32
23 O -0.68
24 H 0.38
25 H 0.31
26 O -0.63
27 H 0.28
28 H 0.29
29 O -0.58
30 H 0.29
31 H 0.37
32 O -0.63
33 H 0.36
34 H 0.30
35 O -0.65
36 H 0.58
37 H 0.27
38 O -0.71
39 H 0.46
40 H 0.32
41 O -0.97
42 H 0.29
43 H 0.26
44 O -0.56
45 H 0.24
46 H 0.30
47 O -0.61

---

# 4
Entry from the OMol25 dataset: 13 unconnected molecules or ions with the total composition C3H32NO12S in a non-equilibrium geometry (ωB97M-V/def2-TZVPD).

Properties
Highest occupied orbital energy: -4.01 eV
ΔE to the lowest compared entry with this formula, charge and spin: 102.0 kcal per mole
LUMO: 2.4 eV
Calculated total energy: -40526.7023 eV
Frontier orbital gap: 6.36 eV

Geometry as ORCA input:
```
! wB97M-V def2-TZVPD RIJCOSX def2/J DEFGRID3
* xyz -1 1
C 2.92 0.56 -1.35
N 2.13 -0.55 -0.83
C 2.85 -1.78 -0.47
C 1.85 -2.87 -0.10
S 1.65 -2.99 1.77
H 2.38 1.50 -1.34
H 3.20 0.39 -2.39
H 3.86 0.71 -0.81
H 1.61 -0.19 -0.04
H 3.42 -2.06 -1.38
H 3.62 -1.62 0.30
H 2.18 -3.86 -0.42
H 0.92 -2.62 -0.62
H -1.64 3.56 2.03
H -0.85 2.40 1.56
O -1.69 2.84 1.39
H -1.03 -2.00 -2.07
H -1.89 -1.62 -0.87
O -1.77 -1.44 -1.81
H -3.83 1.60 -0.70
H -2.80 2.52 0.04
O -3.19 2.32 -0.83
H -2.58 -2.78 3.00
H -0.89 -3.15 2.82
O -1.64 -2.57 3.05
H -0.92 0.36 2.58
H 0.38 -0.14 2.05
O -0.36 0.44 1.75
H 0.20 1.77 2.39
H 0.94 2.46 3.49
O 0.74 2.61 2.56
H 1.21 0.73 -3.54
H 0.28 0.77 -4.76
O 1.18 0.84 -4.49
H -0.59 -0.79 4.12
H -2.07 -0.52 3.43
O -1.40 -0.28 4.06
H 1.00 -1.37 -2.52
H 0.04 -1.19 -3.60
O 0.60 -1.91 -3.24
H -1.64 -0.51 0.34
H -1.76 -1.49 1.54
O -2.25 -1.01 0.84
H -2.94 1.00 -2.18
H -2.93 -0.18 -2.89
O -3.53 0.58 -2.85
H 1.06 3.39 0.56
H 2.07 4.53 0.32
O 1.90 3.60 0.12
*
```

Formally, the Mulliken partial charges of the atoms, in units of the elementary charge, are as follows:
1 C -1.28
2 N 0.29
3 C -0.80
4 C -0.18
5 S -0.64
6 H 0.38
7 H 0.43
8 H 0.30
9 H -0.15
10 H 0.39
11 H 0.40
12 H 0.31
13 H -0.24
14 H 0.30
15 H 0.17
16 O -0.71
17 H 0.37
18 H 0.38
19 O -0.62
20 H 0.32
21 H 0.38
22 O -0.73
23 H 0.27
24 H 0.20
25 O -0.60
26 H 0.39
27 H 0.19
28 O -0.47
29 H 0.48
30 H 0.28
31 O -0.66
32 H 0.30
33 H 0.31
34 O -0.62
35 H 0.37
36 H 0.32
37 O -0.71
38 H 0.33
39 H 0.25
40 O -0.66
41 H 0.31
42 H 0.42
43 O -0.83
44 H 0.38
45 H 0.35
46 O -0.68
47 H 0.33
48 H 0.27
49 O -0.62